No. 1
C13H5BrN3O9Pt | wB97M-V/def2-TZVPD

Last column: natural (NBO) charge in e.
Element x y z (Å)
Pt1 0.5174 -1.2898 -0.7615  1.33
Br1 -2.7737 -0.5738 0.7681  0.08
C1 -2.3543 -2.2742 0.0586  0.16
C2 -3.3147 -3.2338 0.1372  -0.35
C3 -3.0620 -4.5381 -0.4032  -0.24
C4 -1.8541 -4.7559 -0.9924  -0.18
C5 -0.8988 -3.7350 -1.0491  -0.06
N1 -1.1388 -2.4586 -0.5015  -0.58
C6 0.3656 -3.9235 -1.6717  0.67
O1 0.7799 -4.9253 -2.2232  -0.59
O2 1.1841 -2.8012 -1.6346  -0.60
H1 -4.2552 -2.9863 0.6047  0.22
H2 -3.8149 -5.3121 -0.3488  0.21
H3 -1.5796 -5.7034 -1.4375  0.23
O3 3.8098 1.1096 -1.4476  -0.63
C7 2.7188 0.7573 -1.0438  0.78
O4 2.2362 -0.4235 -1.2839  -0.73
C8 1.8944 1.7240 -0.2229  -0.25
C9 2.4578 2.9723 0.0052  -0.11
C10 1.7871 3.9239 0.7393  -0.03
C11 0.5380 3.6718 1.2795  -0.16
C12 0.0014 2.4375 1.0511  -0.02
C13 0.6275 1.4302 0.3026  0.44
O5 -0.0546 0.3148 0.1655  -0.71
N2 -1.3205 2.1414 1.6374  0.54
O6 -2.2988 2.5206 1.0282  -0.37
O7 -1.3348 1.6021 2.7217  -0.35
N3 2.4043 5.2415 0.9647  0.54
O8 1.7851 6.0462 1.6380  -0.40
O9 3.4966 5.4481 0.4759  -0.38
H4 3.4338 3.1711 -0.4127  0.28
H5 0.0170 4.4222 1.8568  0.26

⟨S²⟩: 2.023
M (g/mol): 622.18
F_max (hartree/bohr): 0.0096
E (eV): -109745.235
Energy relative to the best compared isomer or geometry (same formula, charge and spin) (eV): 0.369
2S+1: 3
Net charge: -1

***

No. 2
C3H7N4 | wB97M-V/def2-TZVPD

Last column: natural (NBO) charge in e.
Element x y z (Å)
C1 0.1055 -1.2158 -0.2828  -0.35
C2 -0.0040 -1.1654 -1.6384  -0.03
C3 -0.0588 0.2708 0.0895  0.33
N1 -0.1545 0.0531 -2.1039  0.02
N2 -0.1054 0.9239 -1.2144  -0.14
N3 -1.1859 0.6805 0.9281  -0.85
N4 1.0142 0.8270 0.9575  -0.67
H1 -0.0051 -2.1255 0.2857  0.26
H2 0.1983 -2.0646 -2.2482  0.26
H3 -1.6320 -0.2193 1.0664  0.39
H4 -1.8757 1.3188 0.5473  0.42
H5 0.7713 0.3932 1.8969  0.47
H6 0.9953 1.8101 0.9074  0.45
H7 1.9370 0.5132 0.8089  0.43

⟨S²⟩: 2.019
M (g/mol): 99.12
F_max (hartree/bohr): 0.0882
E (eV): -9173.110
Energy relative to the best compared isomer or geometry (same formula, charge and spin) (eV): 1.013
2S+1: 3
Net charge: +1

***

No. 3
C3H3NO2 | wB97M-V/def2-TZVPD

Last column: natural (NBO) charge in e.
Element x y z (Å)
C1 -0.7019 0.9952 -0.0240  -0.32
C2 0.9882 0.0732 0.3079  0.19
C3 -1.5233 -0.0602 0.0518  0.48
N1 -0.7250 -1.3425 -0.0171  -0.32
O1 -2.7144 -0.0304 0.0443  -0.63
O2 0.5962 -1.1743 0.1566  -0.24
H1 -0.8433 1.9702 0.1311  0.20
H2 2.0312 0.4278 0.4046  0.22
H3 -1.0756 -2.2965 -0.1307  0.41

M (g/mol): 85.06
F_max (hartree/bohr): 0.1845
E (eV): -8738.299
Energy relative to the best compared isomer or geometry (same formula, charge and spin) (eV): 6.832

***

No. 4
H6O3 | wB97M-V/def2-TZVPD

Last column: natural (NBO) charge in e.
Element x y z (Å)
O1 0.0590 0.0191 -0.3351  -0.97
H1 0.6501 0.6913 -0.6743  0.47
H2 -0.2428 0.3663 0.5043  0.50
O2 0.3140 -1.8230 -2.3909  -0.96
H3 -0.0887 -2.6554 -2.1436  0.46
H4 -0.0171 -1.1959 -1.7479  0.49
O3 -0.4408 1.4230 1.9561  -0.95
H5 0.4387 1.8007 1.9479  0.48
H6 -0.6723 1.3739 2.8835  0.49

M (g/mol): 54.05
F_max (hartree/bohr): 0.0129
E (eV): -6239.903
Energy relative to the best compared isomer or geometry (same formula, charge and spin) (eV): 0.350
SMILES string: O.O.O

***

No. 5
C16H43N6O4P2RuTe | wB97M-V/def2-TZVPD

Last column: Mulliken spin population.
Element x y z (Å)
Ru1 0.0323 1.1603 0.0098  0.53
C1 -0.2837 3.7883 1.7259  0.00
C2 -0.3102 2.6223 2.7227  0.00
N1 0.4938 1.4763 2.2712  -0.01
C3 1.9271 1.5522 2.5970  0.01
C4 2.7558 0.9926 1.4603  -0.01
N2 2.2992 1.4290 0.1323  -0.01
C5 2.6459 2.7775 -0.3105  0.00
C6 1.8376 3.8228 0.4257  0.00
N3 0.4073 3.4435 0.4706  -0.01
H1 0.1833 4.6646 2.1786  0.00
H2 -1.3118 4.0550 1.4906  0.00
H3 -1.3357 2.2883 2.8176  0.00
H4 0.0237 2.9542 3.7081  0.00
H5 0.0974 0.6306 2.6690  0.00
H6 2.1629 0.9734 3.4915  0.00
H7 2.1900 2.5844 2.8111  0.00
H8 2.6502 -0.0918 1.4641  0.01
H9 3.8105 1.2425 1.6082  0.00
H10 2.7072 0.7738 -0.5279  0.00
H11 2.4079 2.8377 -1.3733  0.00
H12 3.7142 2.9797 -0.1859  0.00
H13 1.9760 4.7748 -0.0889  0.00
H14 2.2036 3.9597 1.4385  0.00
H15 -0.0698 3.8978 -0.3003  0.01
C7 -5.2871 -1.5459 0.4616  0.00
C8 -4.0226 -0.7558 0.6773  0.00
O1 -3.9574 0.2810 -0.3604  -0.01
P1 -2.8869 1.4238 -0.3095  0.00
O2 -2.0544 1.4132 0.9432  0.00
Te1 -1.3587 1.2356 -2.2110  0.48
O3 -3.6463 2.7737 -0.4951  0.00
C9 -4.9657 2.8897 -1.1404  0.00
C10 -6.0370 2.9592 -0.0799  0.00
H16 -5.3505 -2.3336 1.2119  0.00
H17 -5.2973 -2.0022 -0.5273  0.00
H18 -6.1611 -0.9027 0.5572  0.00
H19 -3.1370 -1.3869 0.5957  0.00
H20 -4.0141 -0.2776 1.6547  0.00
H21 -5.1163 2.0428 -1.8085  0.00
H22 -4.9188 3.8027 -1.7267  0.00
H23 -6.1109 2.0107 0.4523  0.00
H24 -6.9987 3.1831 -0.5398  0.00
H25 -5.7976 3.7433 0.6375  0.00
C11 2.0930 -0.4557 -2.7949  0.01
N4 1.7814 -1.7930 -2.3165  0.00
C12 1.9207 -2.8531 -3.3109  0.00
P2 1.4822 -2.1020 -0.7256  0.00
O4 0.7534 -0.9684 -0.0582  0.03
N5 2.9266 -2.3527 0.0330  0.00
C13 4.1721 -2.6832 -0.6500  0.00
C14 2.8681 -2.7629 1.4366  0.00
N6 0.6182 -3.4853 -0.6080  0.00
C15 1.2230 -4.8119 -0.5863  0.00
C16 -0.8380 -3.4541 -0.6825  -0.01
H26 1.6918 -0.3239 -3.8014  0.00
H27 3.1738 -0.2703 -2.8398  0.00
H28 1.6269 0.2858 -2.1490  -0.01
H29 1.3286 -2.6080 -4.1939  0.00
H30 1.5602 -3.7959 -2.9107  0.00
H31 2.9607 -2.9853 -3.6224  0.00
H32 4.0938 -2.4492 -1.7083  0.00
H33 4.4236 -3.7424 -0.5412  0.00
H34 4.9924 -2.1024 -0.2238  0.00
H35 1.8810 -2.5431 1.8412  0.00
H36 3.6205 -2.2275 2.0203  0.00
H37 3.0579 -3.8341 1.5473  0.00
H38 2.3001 -4.7456 -0.7233  0.00
H39 0.8137 -5.4312 -1.3881  0.00
H40 1.0198 -5.3161 0.3612  0.00
H41 -1.1761 -2.4200 -0.6544  0.01
H42 -1.2723 -3.9973 0.1593  0.00
H43 -1.1938 -3.9147 -1.6084  0.00

⟨S²⟩: 0.762
M (g/mol): 674.18
F_max (hartree/bohr): 0.0695
E (eV): -62863.778
Energy relative to the best compared isomer or geometry (same formula, charge and spin) (eV): 1.966
2S+1: 2
Net charge: +2

***

No. 6
C6H10N | wB97M-V/def2-TZVPD

Last column: natural (NBO) charge in e.
Element x y z (Å)
C1 -1.6714 -0.7019 -1.7113  -0.43
N1 -0.7050 -0.6389 -0.6585  -0.25
C2 -0.2100 -1.8578 -0.0928  -0.43
C3 -0.2150 0.6153 -0.2543  0.25
C4 0.7491 1.3250 0.6789  -0.15
C5 1.4147 2.4523 1.2523  0.08
C6 1.7368 1.1115 1.8082  -0.43
H1 -1.1939 -0.5713 -2.6873  0.24
H2 -2.1452 -1.6841 -1.6910  0.24
H3 -2.4405 0.0659 -1.6006  0.24
H4 0.2271 -2.4865 -0.8739  0.24
H5 0.5454 -1.6500 0.6627  0.24
H6 -1.0287 -2.4211 0.3644  0.24
H7 -0.7258 1.3875 -0.8329  0.22
H8 1.5720 3.5050 1.2194  0.26
H9 1.3686 0.8606 2.8033  0.22
H10 2.7218 0.6885 1.6133  0.22

M (g/mol): 96.15
F_max (hartree/bohr): 0.1300
E (eV): -7863.252
Energy relative to the best compared isomer or geometry (same formula, charge and spin) (eV): 3.097
Net charge: +1
SMILES string: C[N+](C)=CC1=CC1

***

No. 7
C11H21BrClNO3 | wB97M-V/def2-TZVPD

Last column: natural (NBO) charge in e.
Element x y z (Å)
C1 -0.6219 1.7266 2.1500  -0.61
C2 0.1887 0.8153 1.0040  0.13
C3 1.6081 1.6320 0.7434  -0.65
C4 -0.7503 0.8641 -0.3399  -0.46
C5 -0.8670 -0.5596 -1.1458  0.02
Cl1 -2.3903 -1.4990 -0.6617  -0.01
C6 -0.8939 -0.1649 -2.7691  -0.53
C7 -0.7628 -1.4880 -3.7470  0.49
O1 -1.7457 -2.3681 -3.9999  -0.49
Br1 1.0415 -1.7433 -4.6448  0.00
C8 0.5470 -1.3616 -0.9077  -0.50
C9 0.9262 -1.5770 0.6705  0.11
C10 0.3666 -3.1021 1.0702  -0.63
C11 2.5854 -1.7173 0.7363  -0.63
N1 0.3631 -0.5506 1.6220  -0.07
O2 -0.7643 -0.9538 2.2340  -0.31
H1 -1.7762 1.4565 2.1878  0.21
H2 -0.5660 2.8420 1.7316  0.16
H3 -0.1693 1.6097 3.2237  0.26
H4 2.2513 1.1940 -0.1339  0.24
H5 1.3536 2.7832 0.5667  0.21
H6 2.2756 1.6254 1.7333  0.25
H7 -1.8144 1.3058 -0.1332  0.18
H8 -0.2130 1.6213 -1.0890  0.22
H9 -0.0181 0.5890 -3.0436  0.25
H10 -1.9228 0.3765 -3.0294  0.26
H11 0.4078 -2.4480 -1.3723  0.27
H12 1.4573 -0.8868 -1.5112  0.25
H13 -0.7897 -3.2159 0.9336  0.25
H14 0.8600 -3.8801 0.3110  0.22
H15 0.7673 -3.3921 2.1316  0.24
H16 2.8862 -2.5128 1.5520  0.24
H17 2.8946 -2.1301 -0.3378  0.22
H18 3.1339 -0.6958 0.8898  0.22
O3 -2.3042 3.8333 0.9470  -0.76
H19 -2.0878 4.7921 1.0729  0.58
H20 -2.2850 3.5804 -0.0110  0.59
H21 -3.1714 3.5997 1.3660  0.59

⟨S²⟩: 0.755
M (g/mol): 330.65
F_max (hartree/bohr): 0.1865
E (eV): -101928.861
2S+1: 2
Net charge: +1